Model P:
Here is one molecule with the formula C2H2OS2 from the OMol25 dataset. Energies are from the ωB97M-V functional and the def2-TZVPD basis.

```
7
Properties=species:S:1:pos:R:3:mulliken_charge:R:1
O 1.577 -0.891 0.092 -0.464
C 0.334 -1.114 -0.061 0.077
C -0.448 0.068 -0.078 0.158
S -2.070 0.151 -0.002 -0.170
S 0.737 1.427 -0.085 -0.139
H 0.001 -2.094 -0.350 0.384
H -0.131 2.452 0.483 0.156
```

Its SMILES is O=CC(=S)S. The orbital gap is 0.2708 Ha. The highest occupied orbital energy comes out at -9.33 eV.



Model Q:
Here is C2H2OS2 as an isolated structure from the OMol25 dataset. Energies are from the ωB97M-V functional and the def2-TZVPD basis.

```
7
Properties=species:S:1:pos:R:3:mulliken_charge:R:1
C 0.632 1.192 0.247 -0.440
C 0.238 -0.048 0.106 0.366
O -2.283 -1.571 0.134 -0.603
S 2.377 0.810 -0.007 -0.005
S 1.542 -1.109 -0.222 0.006
H 0.206 2.146 0.453 0.407
H -2.712 -1.420 -0.711 0.269
```

The orbital gap (spin up / spin down) is 0.2197 / 0.2199 Ha. The highest occupied orbital energy (spin up / spin down) comes out at -9.14 / -9.14 eV.



Relative energy of each structure, in eV: model P 0.000; model Q 5.460.



Model P:
Here is C2H2NO2S as an isolated structure from the OMol25 dataset. Energies are from the ωB97M-V functional and the def2-TZVPD basis.

```
8
Properties=species:S:1:pos:R:3:mulliken_charge:R:1
C 0.626 0.741 -0.487 0.228
C 0.396 0.002 1.044 -0.349
N 0.894 1.301 0.684 -0.771
O -0.774 0.631 -1.037 -0.302
O -1.747 -1.589 -0.049 -0.607
S -1.445 -0.128 0.227 0.285
H 1.275 0.110 -1.296 0.271
H 0.774 -1.068 0.913 0.247
```

As for the charge: -1. The orbital gap is 0.2683 Ha. The highest occupied orbital energy comes out at -3.27 eV.



Model Q:
Here is a 2-piece molecular cluster, C2H2NO2S overall from the OMol25 dataset. Energies are from the ωB97M-V functional and the def2-TZVPD basis.

```
8
Properties=species:S:1:pos:R:3:mulliken_charge:R:1
C -1.505 -0.400 -0.129 -0.005
C -0.437 0.499 -0.176 -0.134
N -0.854 -0.509 -1.252 -0.378
O 3.324 -1.088 0.238 -0.512
O 4.516 1.029 -0.106 -0.533
S 3.408 0.176 -0.472 0.083
H -2.332 -0.827 0.365 0.307
H 0.497 0.387 0.198 0.172
```

As for the charge: -1. The orbital gap (spin up / spin down) is 0.2876 / 0.1500 Ha. The highest occupied orbital energy (spin up / spin down) comes out at -4.41 / -0.93 eV.



Relative energy of each structure, in eV: model P 0.000; model Q 0.319.



Model P:
Here is a 2-piece molecular cluster, CH5BrSi overall from the OMol25 dataset. Energies are from the ωB97M-V functional and the def2-TZVPD basis.

```
8
Properties=species:S:1:pos:R:3:mulliken_charge:R:1
C -2.637 -0.502 0.092 -0.780
Si 2.165 0.626 0.158 0.332
Br 4.194 -0.339 0.207 -0.215
H -1.764 -1.246 -0.071 0.216
H -3.356 -0.379 -0.604 0.307
H -2.876 -0.515 1.153 0.262
H 1.822 0.369 -1.196 -0.056
H 2.453 1.985 0.261 -0.067
```

The orbital gap (spin up / spin down) is 0.3125 / 0.2820 Ha. The highest occupied orbital energy (spin up / spin down) comes out at -8.71 / -9.36 eV.



Model Q:
Here is CH5BrSi as an isolated structure from the OMol25 dataset. Energies are from the ωB97M-V functional and the def2-TZVPD basis.

```
8
Properties=species:S:1:pos:R:3:mulliken_charge:R:1
C 0.334 -0.862 -0.944 -0.789
Si -0.768 0.135 -1.866 0.471
Br -0.020 1.994 -2.861 -0.186
H 0.008 -1.762 -0.454 0.290
H 0.245 0.938 1.255 -0.234
H 1.393 -0.656 -0.906 0.278
H -2.185 0.126 -2.148 -0.064
H 0.361 1.478 1.816 0.235
```

The orbital gap is 0.3295 Ha. The highest occupied orbital energy comes out at -8.73 eV.



Relative energy of each structure, in eV: model P 1.813; model Q 0.000.



Model P:
Here is one molecule with the formula C4H10S2 from the OMol25 dataset. Energies are from the ωB97M-V functional and the def2-TZVPD basis.

```
16
Properties=species:S:1:pos:R:3:mulliken_charge:R:1
C 0.607 1.524 -1.828 -0.954
C 0.322 1.744 -0.329 -0.350
S -1.338 1.122 0.063 -0.113
S -1.244 0.121 1.963 -0.144
C -1.077 -1.571 1.254 -0.532
C 0.367 -1.828 0.721 -0.732
H 0.776 0.467 -2.005 0.257
H -0.367 1.667 -2.313 0.269
H 1.296 2.287 -2.168 0.322
H 1.026 1.188 0.299 0.201
H 0.490 2.776 -0.026 0.382
H -1.862 -1.743 0.529 0.355
H -1.167 -2.249 2.106 0.316
H 0.490 -1.755 -0.365 0.193
H 0.952 -0.963 1.031 0.205
H 0.729 -2.787 1.069 0.325
```

Its SMILES is CCSSCC. The orbital gap is 0.3450 Ha. The highest occupied orbital energy comes out at -8.78 eV.



Model Q:
Here is a 2-piece molecular cluster, C4H10S2 overall from the OMol25 dataset. Energies are from the ωB97M-V functional and the def2-TZVPD basis.

```
16
Properties=species:S:1:pos:R:3:mulliken_charge:R:1
C 0.560 -2.147 -0.493 -0.561
S 1.011 -1.675 -2.217 -0.099
S 2.021 0.113 -1.947 -0.085
C 0.694 1.330 -1.965 -0.318
H 1.559 -2.271 -0.010 0.259
H -0.038 -1.414 0.081 0.092
H 0.066 -3.119 -0.502 0.314
H 0.034 1.121 -1.135 -0.151
H 1.186 2.281 -1.774 0.273
H 0.082 1.383 -2.900 0.313
C -0.885 0.587 1.541 -0.457
C -1.549 0.664 2.732 -0.573
H -1.449 0.819 0.648 0.181
H 0.216 0.695 1.454 0.316
H -2.564 1.005 2.823 0.271
H -0.945 0.628 3.662 0.225
```

Its SMILES is CSSC.C=C. The orbital gap is 0.3567 Ha. The highest occupied orbital energy comes out at -8.91 eV.



Model R:
Here is one molecule with the formula C4H10S2 from the OMol25 dataset. Energies are from the ωB97M-V functional and the def2-TZVPD basis.

```
16
Properties=species:S:1:pos:R:3:mulliken_charge:R:1
C 0.097 1.923 2.472 -0.901
C 0.949 1.056 1.559 -0.417
S 0.296 -0.633 1.326 -0.125
S -1.088 -0.595 -0.133 -0.113
C -0.136 -0.871 -1.680 -0.413
C -0.792 -1.984 -2.475 -1.107
H 0.110 2.987 2.197 0.304
H 0.422 1.994 3.508 0.274
H -0.950 1.636 2.413 0.256
H 1.907 0.805 2.030 0.298
H 1.175 1.506 0.592 0.311
H -0.165 0.052 -2.266 0.300
H 0.890 -1.034 -1.355 0.355
H -0.211 -2.181 -3.381 0.343
H -1.781 -1.737 -2.867 0.315
H -0.722 -2.924 -1.940 0.321
```

Its SMILES is CCSSCC. The orbital gap is 0.3556 Ha. The highest occupied orbital energy comes out at -8.77 eV.



Model S:
Here is a 2-piece molecular cluster, C4H10S2 overall from the OMol25 dataset. Energies are from the ωB97M-V functional and the def2-TZVPD basis.

```
16
Properties=species:S:1:pos:R:3:mulliken_charge:R:1
C 2.331 -1.040 0.788 -0.852
C 1.657 -1.268 1.925 0.186
C 1.816 -0.336 3.209 -1.017
H 2.258 -1.623 -0.163 0.328
H 2.808 -0.067 0.788 0.236
H 1.247 -2.345 2.063 0.237
H 2.894 -0.091 3.187 0.317
H 1.718 -0.888 4.146 0.312
H 1.210 0.553 3.191 0.257
C 0.186 -0.224 -1.935 -0.749
S -1.337 -0.364 -0.991 -0.011
S -1.723 1.631 -0.914 -0.184
H 0.608 -1.217 -1.956 0.216
H -0.055 0.199 -2.924 0.375
H 0.989 0.381 -1.375 0.228
H -0.641 2.036 -0.392 0.121
```

Its SMILES is C=CC.CSS. The orbital gap is 0.3380 Ha. The highest occupied orbital energy comes out at -8.56 eV.



Relative energy of each structure, in eV: model P 0.323; model Q 1.237; model R 0.000; model S 1.599.



Model P:
Here is one molecule with the formula C4H10S2 from the OMol25 dataset. Energies are from the ωB97M-V functional and the def2-TZVPD basis.

```
16
Properties=species:S:1:pos:R:3:mulliken_charge:R:1
C 1.672 -1.554 0.492 -1.123
C 0.981 -0.235 0.788 -0.310
C 0.823 0.698 -0.406 -0.596
S 0.095 0.081 -1.865 -0.082
S -1.933 -0.683 -0.650 -0.135
C -2.611 1.025 -0.476 -0.631
H 1.673 -2.366 1.222 0.356
H 0.989 -1.991 -0.234 0.300
H 2.694 -1.424 0.089 0.272
H 0.018 -0.429 1.426 0.199
H 1.647 0.254 1.527 0.384
H 0.346 1.583 0.101 0.223
H 1.804 1.035 -0.795 0.389
H -3.093 1.051 0.529 0.263
H -1.756 1.687 -0.525 0.194
H -3.347 1.269 -1.222 0.296
```

Its SMILES is CCCSSC. The orbital gap is 0.2997 Ha. The highest occupied orbital energy comes out at -8.96 eV.



Model Q:
Here is a 2-piece molecular cluster, C4H10S2 overall from the OMol25 dataset. Energies are from the ωB97M-V functional and the def2-TZVPD basis.

```
16
Properties=species:S:1:pos:R:3:mulliken_charge:R:1
C -2.390 -1.545 -1.372 -0.723
C -1.704 -1.201 -0.291 0.003
C -1.844 0.265 0.189 -1.124
H -2.281 -2.498 -1.875 0.276
H -2.863 -0.786 -1.990 0.250
H -0.820 -1.689 0.114 0.354
H -2.821 0.283 0.681 0.350
H -1.125 0.621 0.927 0.333
H -1.593 0.962 -0.615 0.315
C 3.040 0.482 1.368 -0.883
S 1.375 0.177 0.583 -0.050
S 1.796 1.205 -1.256 -0.207
H 3.757 0.045 0.686 0.339
H 3.072 -0.201 2.213 0.314
H 3.195 1.539 1.543 0.298
H 1.206 2.342 -0.905 0.154
```

Its SMILES is C=CC.CSS. The orbital gap is 0.3491 Ha. The highest occupied orbital energy comes out at -9.26 eV.



Relative energy of each structure, in eV: model P 0.000; model Q 0.240.



Model P:
Here is a 2-piece molecular cluster, C3H6ClN2 overall from the OMol25 dataset. Energies are from the ωB97M-V functional and the def2-TZVPD basis.

```
12
Properties=species:S:1:pos:R:3:mulliken_charge:R:1
C -3.181 -0.463 -0.384 0.434
C 1.244 0.742 0.426 -0.327
C -2.133 -1.263 -0.303 -0.575
N -3.965 0.406 -0.528 -0.240
N 2.212 0.315 -0.203 -0.106
Cl -0.622 -0.386 -0.737 -0.146
H 1.081 0.350 1.428 0.339
H -2.354 -2.276 0.014 0.412
H 0.718 1.748 0.250 0.347
H 2.782 -0.448 0.000 0.252
H -4.342 1.095 -1.135 0.311
H 2.382 0.633 -1.162 0.300
```

As for the charge: +1. The orbital gap is 0.2734 Ha. The highest occupied orbital energy comes out at -12.11 eV.



Model Q:
Here is an isolated ion of composition C3H6ClN2 and charge +1 from the OMol25 dataset. Energies are from the ωB97M-V functional and the def2-TZVPD basis.

```
12
Properties=species:S:1:pos:R:3:mulliken_charge:R:1
C 0.969 0.911 0.053 0.096
C -0.647 -0.916 0.265 -0.379
C -1.610 -0.012 -0.443 0.013
N 0.010 1.708 0.138 -0.547
N 0.705 -0.413 0.124 -0.200
Cl -3.228 0.076 0.082 0.049
H 2.053 1.171 -0.105 0.381
H -1.224 -1.134 1.277 0.330
H -0.643 -1.857 -0.336 0.343
H -1.277 0.548 -1.290 0.413
H 0.011 2.650 -0.102 0.215
H 1.510 -1.046 0.339 0.286
```

As for the charge: +1. The orbital gap is 0.3000 Ha. The highest occupied orbital energy comes out at -14.49 eV.



Relative energy of each structure, in eV: model P 0.878; model Q 0.000.



Model P:
Here is an isolated ion of composition C5H7ClN5 and charge +1 from the OMol25 dataset. Energies are from the ωB97M-V functional and the def2-TZVPD basis.

```
18
Properties=species:S:1:pos:R:3:mulliken_charge:R:1
C -0.196 1.941 -0.188 -1.105
N -0.784 0.731 0.250 -0.100
N -1.406 -0.178 -0.614 -0.039
C -0.896 -1.412 -0.604 0.442
N -1.190 -2.465 -1.333 -0.391
C 0.087 -1.378 0.343 0.089
Cl 1.503 -2.341 0.610 -0.142
N 0.345 -0.065 0.656 0.224
C 1.476 0.273 1.453 0.059
C 2.019 1.570 1.310 -0.062
N 2.446 2.661 1.185 -0.387
H -0.894 2.663 -0.591 0.378
H 0.113 2.479 0.619 0.462
H 0.558 1.721 -1.034 0.378
H -2.262 0.130 -0.971 0.198
H -0.640 -3.315 -1.386 0.221
H -2.075 -2.514 -1.845 0.232
H 1.797 -0.500 2.139 0.541
```

Its SMILES is CN1NC(N)=C(Cl)/[N+]1=C/C#N. As for the charge: +1. The orbital gap (spin up / spin down) is 0.2692 / 0.2606 Ha. The highest occupied orbital energy (spin up / spin down) comes out at -12.67 / -12.35 eV.



Model Q:
Here is an isolated ion of composition C5H7ClN5 and charge +1 from the OMol25 dataset. Energies are from the ωB97M-V functional and the def2-TZVPD basis.

```
18
Properties=species:S:1:pos:R:3:mulliken_charge:R:1
N 1.958 1.534 0.430 -0.536
C 1.828 0.518 -0.107 0.507
C 1.381 -0.621 -0.808 -0.314
C 0.846 -1.658 -0.232 0.191
Cl 0.369 -3.168 -0.985 -0.086
N 0.678 -1.537 1.164 -0.355
C 0.200 -0.580 1.821 -0.064
N -0.568 0.419 1.221 -0.161
C -0.976 0.591 -0.133 0.270
N -0.754 1.738 -0.751 -0.368
N -1.663 -0.366 -0.746 -0.228
H 1.766 -0.609 -1.885 0.366
H 0.462 -0.489 2.912 0.365
H -0.381 1.283 1.768 0.350
H -0.969 1.970 -1.772 0.269
H -0.126 2.302 -0.224 0.285
H -1.858 -1.144 -0.128 0.300
H -2.194 -0.182 -1.546 0.210
```

Its SMILES is N#C/C=C(Cl)\N=C/NC(N)=[NH2+]. As for the charge: +1. The orbital gap is 0.3370 Ha. The highest occupied orbital energy comes out at -13.44 eV.



Relative energy of each structure, in eV: model P 3.606; model Q 0.000.



Model P:
Here is a 2-piece molecular cluster, C2H8NO2 overall from the OMol25 dataset. Energies are from the ωB97M-V functional and the def2-TZVPD basis.

```
13
Properties=species:S:1:pos:R:3:mulliken_charge:R:1
O 1.576 0.954 0.262 -0.461
C 0.704 1.153 -0.610 0.212
C -0.848 0.774 -0.267 -0.573
N -0.744 0.097 1.076 -0.404
H 0.855 1.515 -1.612 0.366
H -1.444 1.751 -0.212 0.350
H -1.556 0.255 -0.986 0.330
H -1.651 -0.404 1.431 0.385
H 0.041 -0.670 0.892 0.389
H -0.435 0.820 1.836 0.401
H 0.793 -2.670 -0.942 0.294
H 1.823 -1.721 -0.401 0.318
O 0.885 -1.854 -0.467 -0.609
```

As for the charge: +1. The orbital gap is 0.4190 Ha. The highest occupied orbital energy comes out at -15.21 eV.



Model Q:
Here is a 2-piece molecular cluster, C2H8NO2 overall from the OMol25 dataset. Energies are from the ωB97M-V functional and the def2-TZVPD basis.

```
13
Properties=species:S:1:pos:R:3:mulliken_charge:R:1
O -1.545 -0.078 0.892 -0.435
C -0.700 -0.913 1.065 0.108
C 0.767 -0.535 0.954 -0.556
N 0.884 0.733 0.214 -0.256
H -0.904 -1.972 1.300 0.368
H 1.153 -0.480 1.966 0.368
H 1.370 -1.351 0.546 0.368
H 1.856 0.976 0.057 0.355
H 0.378 0.646 -0.705 0.335
H 0.474 1.496 0.773 0.378
H 0.857 0.792 -2.927 0.329
H -0.667 0.436 -2.887 0.333
O 0.165 0.381 -2.400 -0.695
```

As for the charge: +1. The orbital gap is 0.4136 Ha. The highest occupied orbital energy comes out at -14.89 eV.



Model R:
Here is an isolated ion of composition C2H8NO2 and charge +1 from the OMol25 dataset. Energies are from the ωB97M-V functional and the def2-TZVPD basis.

```
13
Properties=species:S:1:pos:R:3:mulliken_charge:R:1
N 1.085 0.320 -0.827 -0.291
C -0.197 0.998 -0.411 -0.595
C -1.153 -0.108 0.231 -0.395
O -0.672 -0.568 1.484 -0.192
O 0.426 -1.575 1.330 -0.329
H 0.776 -0.509 -1.308 0.360
H 1.691 -0.087 -0.066 0.353
H 1.705 0.880 -1.417 0.356
H 0.020 1.835 0.262 0.341
H -0.779 1.425 -1.173 0.378
H -2.176 0.446 0.293 0.300
H -1.192 -0.999 -0.523 0.396
H 0.467 -2.057 2.124 0.319
```

Its SMILES is [NH3+]CCOO. As for the charge: +1. The orbital gap is 0.4009 Ha. The highest occupied orbital energy comes out at -14.58 eV.



Relative energy of each structure, in eV: model P 0.859; model Q 0.000; model R 3.458.